No. 1
DFT (ωB97M-V/def2-TZVPD) results for an isolated ion of composition C6H14NOS2 and charge +1 at a distorted geometry.

* HOMO-LUMO gap: 8.0119 eV
* calculated total energy: -31645.99082 eV
* net charge: +1

Each line ends with the natural charge from an NBO analysis.
Positions of all 24 atoms, in Å:
C  -0.399874  -1.290589  -1.255948  0.542
H  -1.015506  0.317024  1.062524  0.199
H  2.288374  0.135911  -0.243116  0.249
H  -0.907779  2.953790  -0.143516  0.125
C  1.083351  2.579226  0.766986  -0.636
H  2.130640  2.624582  0.824348  0.249
H  0.780873  3.602540  0.423826  0.238
N  -0.388402  -2.458648  -0.495488  -0.577
H  0.759686  -3.955471  0.741407  0.255
O  0.668655  -0.544916  -1.299235  -0.511
H  0.665693  2.231607  1.710120  0.230
C  -1.506224  0.271194  0.112507  -0.789
S  -3.245713  0.000348  0.451192  0.062
H  -3.711302  0.064578  -0.773127  0.121
S  -1.038730  1.741710  -0.821988  0.573
H  -1.255018  -3.011563  -0.389275  0.425
C  0.793923  1.657984  -0.336527  -0.306
C  1.130961  0.240238  -0.195773  -0.112
H  1.316099  2.138052  -1.230449  0.256
H  0.675064  -0.256944  0.751930  0.220
H  1.473656  -2.455635  0.384949  0.212
C  0.539690  -2.857904  0.560197  -0.430
H  -0.867259  -1.281183  -2.168015  0.206
H  0.029148  -2.445940  1.562469  0.200

Forces on atoms 1 to 2 (eV/Å):
C 0.974 -1.743 4.971
H 0.021 -0.103 0.598

No. 2
DFT (ωB97M-V/def2-TZVPD) results for a 2-piece molecular cluster, C6H14NS overall at a distorted geometry.

* HOMO-LUMO gap: 6.4870 eV
* calculated total energy: -18771.33533 eV
* net charge: -1

Each line ends with the natural charge from an NBO analysis.
Positions of all 22 atoms, in Å:
S  -3.595783  0.153452  0.207719  -0.700
H  0.945947  2.900356  0.010446  0.213
H  -1.714915  -1.167912  0.975092  0.175
H  3.213215  -2.143422  1.594420  0.193
H  -0.239525  0.381852  1.190424  0.186
C  0.172646  2.481837  0.652138  -0.651
H  -0.457532  1.054956  -1.907414  0.282
H  2.435621  -2.339225  0.070891  0.218
H  0.430220  2.664069  1.698472  0.201
H  2.694592  -0.656850  0.694364  0.236
H  -1.856307  -0.788943  -2.095273  0.197
C  -1.330353  -0.797633  -1.137181  -0.390
C  3.086261  -1.662871  0.623132  -0.843
H  -0.785903  2.989867  0.511144  0.217
C  -0.769545  0.632868  -0.949784  -0.466
C  0.054667  0.996694  0.340390  -0.013
H  -1.677064  1.237981  -0.701864  0.360
H  -2.727895  -2.105562  -0.113619  0.187
N  0.898663  0.459386  -0.599822  -0.486
H  -0.550416  -1.556386  -1.183654  0.202
H  4.034549  -1.606499  0.085406  0.196
C  -2.261151  -1.128020  0.034580  -0.512

Forces on atoms 1 to 2 (eV/Å):
S 0.339 -0.256 -0.050
H -0.099 0.106 -0.049

No. 3
DFT (ωB97M-V/def2-TZVPD) results for a 2-piece molecular cluster, C6H14NS overall at a distorted geometry.

* HOMO-LUMO gap: 9.4678 eV
* calculated total energy: -18766.30535 eV
* net charge: +1

Each line ends with the natural charge from an NBO analysis.
Positions of all 22 atoms, in Å:
H  3.085192  -1.722876  -0.401961  0.211
H  0.670430  1.769242  1.776545  0.205
H  -2.757901  1.291824  -0.936059  0.246
H  0.008598  1.137453  -2.570738  0.118
H  -2.404300  -0.382066  1.245904  0.434
C  1.809616  -0.036496  -0.155121  -0.302
H  1.500247  0.897005  -0.611883  0.208
C  1.050358  0.797934  2.088042  -0.459
C  1.632516  -0.111440  1.288790  -0.194
H  2.545856  -0.900724  -1.946278  0.216
N  -1.553854  -0.731191  0.808088  -0.700
H  1.277236  0.774928  3.148005  0.235
H  -0.757248  -0.985260  -1.149296  0.245
H  -0.752498  -0.202610  1.237116  0.464
C  2.528392  -0.914256  -0.863325  -0.292
C  -1.635321  -0.543740  -0.691513  -0.235
H  -1.419692  -1.694445  1.106649  0.442
H  -2.540289  -1.083159  -0.978130  0.234
S  -1.308391  1.261423  -2.759412  0.050
H  -1.091813  1.527168  -0.370188  0.226
C  -1.731403  0.924478  -1.022178  -0.566
H  1.844267  -1.073183  1.756938  0.214

Forces on atoms 1 to 2 (eV/Å):
H -0.306 -0.107 0.115
H 0.185 -0.086 -0.421

No. 4
DFT (ωB97M-V/def2-TZVPD) results for an isolated ion of composition C6H14NS2 and charge +1 at a distorted geometry.

* HOMO-LUMO gap: 8.1458 eV
* calculated total energy: -29601.06573 eV
* net charge: +1
* SMILES: C=C(C)SSC(C)(C)[NH3+]

Each line ends with the natural charge from an NBO analysis.
Positions of all 23 atoms, in Å:
C  1.627117  -0.485694  1.209406  -0.688
H  1.525287  0.334374  -1.370755  0.449
S  -0.441285  1.621506  0.118830  -0.018
C  1.558621  0.828697  0.601100  0.163
H  -4.532832  -0.285077  -1.404902  0.237
S  -1.615837  0.424048  -0.993759  0.164
H  1.711800  2.915631  1.170366  0.248
H  -3.782028  -1.692700  -0.974261  0.225
H  0.767654  -1.068089  0.831703  0.253
H  3.238363  2.170442  0.942582  0.215
H  2.510116  -0.923606  0.784464  0.219
C  -4.125144  -0.737787  -0.573550  -0.649
H  -3.693638  -0.251958  2.034040  0.221
C  -2.938553  0.167807  1.398970  -0.397
H  -2.072171  0.567390  1.853444  0.204
H  -4.824980  -0.990403  0.272504  0.243
C  -2.946167  -0.103598  0.105282  -0.140
C  2.224826  1.972886  1.380026  -0.665
H  1.808239  -0.571611  2.290092  0.275
H  2.995063  0.638902  -0.829977  0.418
H  2.202538  1.954197  -1.165789  0.472
H  2.268606  1.758086  2.446990  0.260
N  2.065564  0.907699  -0.745855  -0.709

Forces on atoms 1 to 2 (eV/Å):
C -0.340 -1.746 -0.524
H -0.529 -0.144 -0.758

No. 5
DFT (ωB97M-V/def2-TZVPD) results for an isolated ion of composition C6H14NS4 and charge +1 at a distorted geometry.

* HOMO-LUMO gap: 7.8697 eV
* calculated total energy: -51271.38184 eV
* net charge: +1

Each line ends with the natural charge from an NBO analysis.
Positions of all 25 atoms, in Å:
H  -1.302659  -3.874545  -1.763101  0.248
H  1.971138  1.168580  -2.598226  0.221
S  -0.629903  -1.939171  -2.391631  0.387
H  -0.835690  0.812849  -3.103787  0.440
S  -2.333916  0.648256  2.086681  -0.031
H  0.470107  2.054600  2.559825  0.252
C  1.027725  1.568080  -2.696744  -0.428
N  -0.037947  0.582176  -2.552232  -0.570
C  0.529236  0.952933  2.110047  -0.435
H  1.338728  -4.328322  -1.413871  0.156
S  0.750278  -3.715207  -0.358022  0.035
H  -1.517044  -2.793327  -0.314267  0.265
H  1.076837  1.887522  -3.702815  0.242
H  -0.252657  1.565591  0.110492  0.231
H  -2.914502  -0.570712  2.417516  0.157
H  -0.397082  -0.986274  2.094334  0.208
S  0.793592  -0.557203  -0.154057  0.318
C  -0.654596  0.091821  2.524592  -0.529
H  1.555809  1.618580  0.298969  0.218
C  0.684981  1.209145  0.597929  -0.430
H  0.933091  2.304379  -1.822856  0.216
C  -0.846274  -3.230723  -1.063686  -0.632
H  -0.475194  -0.026367  3.517659  0.224
H  1.544686  0.447275  2.286227  0.236
C  0.124935  -0.503217  -1.791458  0.000

Forces on atoms 1 to 2 (eV/Å):
H -0.737 -1.593 0.027
H 2.010 -1.594 0.661

No. 6
DFT (ωB97M-V/def2-TZVPD) results for an isolated ion of composition C6H14NSi and charge +1 at a distorted geometry.

* HOMO-LUMO gap: 8.4470 eV
* calculated total energy: -15805.22480 eV
* net charge: +1
* SMILES: C[N@H+]1C=[SiH]CCCC1

Each line ends with the natural charge from an NBO analysis.
Positions of all 22 atoms, in Å:
C  0.652954  -0.936256  -0.257675  -0.239
C  -1.921698  -1.039713  -0.121539  -0.450
H  3.142090  -0.735651  -0.520155  0.230
H  -0.820492  -0.921722  1.692841  0.237
Si  -0.928015  1.750584  0.102827  1.203
H  1.502253  2.480496  0.150442  0.263
H  -2.809023  -1.385869  0.556947  0.235
H  -2.901581  0.477399  -1.262865  0.230
H  -2.245460  -1.583139  -1.004151  0.241
H  3.517543  0.789084  0.420353  0.226
C  -2.406803  0.417453  -0.439168  -0.715
H  1.086796  -1.923443  -0.554146  0.258
H  0.197286  -0.548539  -1.214552  0.240
N  1.588876  0.214969  0.385838  -0.402
C  0.946199  1.559526  0.316797  -0.741
H  -3.138467  0.827810  0.265399  0.235
C  -0.679452  -1.341456  0.666865  -0.446
H  -1.472345  3.104753  0.005548  -0.138
H  1.806043  0.018165  1.463602  0.453
H  2.873695  0.904036  -1.126217  0.241
H  -0.798887  -2.399971  0.802230  0.253
C  2.808485  0.271492  -0.329221  -0.413

Forces on atoms 1 to 2 (eV/Å):
C -2.563 -0.170 1.239
C -5.025 0.776 1.372